Entry 1:
125
Properties=species:S:1:pos:R:3:lowdin_charge:R:1 method="wB97M-V/def2-TZVPD" total_energy_ev=-100281.838 molar_mass_da=934.88 charge=-1 gap_ev=8.52 e_above_lowest_kcal_mol=0.00
P -0.870 -0.257 0.187 0.179
F -0.860 1.279 0.768 -0.162
F 0.190 0.003 -0.980 -0.123
F 0.255 -0.749 1.203 -0.129
F -1.071 -1.731 -0.327 -0.131
F -1.969 -0.599 1.346 -0.188
F -2.158 0.150 -0.797 -0.188
O 2.593 1.075 4.111 0.165
C 1.428 1.139 4.140 -0.445
O 0.618 0.081 4.582 -0.022
C -0.789 0.279 4.546 -0.149
C -0.822 1.816 4.479 -0.128
C 0.413 2.142 3.635 -0.063
H -1.218 -0.209 5.391 0.112
H -1.253 -0.153 3.644 0.109
H -0.802 2.318 5.450 0.117
H -1.731 2.146 4.004 0.097
H 0.843 3.115 3.796 0.123
H 0.284 1.990 2.617 0.077
O -2.584 7.261 -1.560 0.072
C -2.582 6.109 -1.126 -0.487
O -2.048 5.105 -1.848 0.014
C -2.148 3.798 -1.191 -0.121
C -2.541 4.174 0.270 -0.134
C -3.195 5.571 0.131 -0.072
H -1.213 3.250 -1.366 0.111
H -2.918 3.133 -1.633 0.121
H -1.567 4.275 0.837 0.126
H -3.100 3.373 0.707 0.085
H -3.017 6.261 0.935 0.113
H -4.318 5.515 -0.067 0.155
O -4.173 -0.794 -5.817 0.102
C -3.167 -0.787 -5.159 -0.488
O -2.042 -1.454 -5.483 0.019
C -1.002 -1.235 -4.459 -0.125
C -1.350 0.088 -3.837 -0.143
C -2.885 0.045 -3.913 -0.066
H -0.025 -1.273 -4.932 0.111
H -1.159 -2.070 -3.740 0.132
H -0.947 0.846 -4.472 0.115
H -0.979 0.193 -2.825 0.080
H -3.348 1.015 -4.028 0.118
H -3.237 -0.337 -2.944 0.097
O 6.683 -0.384 3.339 0.097
C 5.581 -0.505 2.854 -0.471
O 4.718 -1.430 3.277 0.045
C 3.544 -1.491 2.467 -0.145
C 3.674 -0.414 1.390 -0.149
C 4.950 0.287 1.718 -0.076
H 2.691 -1.409 3.117 0.109
H 3.503 -2.482 2.070 0.088
H 2.831 0.259 1.405 0.100
H 3.628 -0.878 0.388 0.095
H 4.780 1.232 2.175 0.113
H 5.572 0.466 0.835 0.116
O 2.543 -1.091 -4.397 0.111
C 2.384 -1.809 -3.450 -0.452
O 2.594 -1.526 -2.129 0.001
C 2.117 -2.580 -1.283 -0.169
C 1.294 -3.562 -2.091 -0.127
C 1.808 -3.242 -3.519 -0.055
H 1.595 -2.120 -0.489 0.072
H 3.012 -3.040 -0.896 0.126
H 0.217 -3.452 -2.002 0.103
H 1.528 -4.545 -1.783 0.088
H 0.982 -3.328 -4.206 0.098
H 2.582 -3.915 -3.885 0.123
O 0.091 -5.334 0.209 0.111
C 0.632 -5.266 1.282 -0.426
O 0.952 -6.392 2.041 0.004
C 1.470 -5.950 3.313 -0.154
C 1.950 -4.517 3.140 -0.175
C 1.063 -4.031 2.061 -0.098
H 2.313 -6.589 3.570 0.126
H 0.609 -6.011 3.971 0.126
H 2.996 -4.473 2.826 0.116
H 1.861 -4.008 4.096 0.125
H 1.407 -3.209 1.404 0.100
H 0.081 -3.592 2.423 0.163
O -6.778 -4.370 0.808 0.106
C -5.924 -3.688 0.318 -0.459
O -4.669 -3.548 0.818 0.021
C -3.782 -2.998 -0.118 -0.182
C -4.605 -2.378 -1.254 -0.147
C -5.915 -3.142 -1.145 -0.071
H -3.106 -3.766 -0.503 0.131
H -3.175 -2.246 0.386 0.087
H -4.090 -2.613 -2.181 0.108
H -4.775 -1.288 -1.063 0.117
H -5.943 -4.029 -1.821 0.139
H -6.800 -2.553 -1.291 0.107
O -6.216 3.177 1.385 0.121
C -6.081 2.070 1.834 -0.442
O -6.362 1.764 3.164 -0.002
C -5.743 0.538 3.492 -0.187
C -4.625 0.271 2.436 -0.125
C -5.451 0.836 1.291 -0.095
H -6.468 -0.333 3.458 0.138
H -5.428 0.632 4.545 0.125
H -4.437 -0.830 2.401 0.123
H -3.662 0.678 2.673 0.085
H -6.244 0.103 1.179 0.129
H -5.076 0.973 0.304 0.111
C 4.867 0.772 -1.924 -0.069
C 4.238 1.951 -2.655 -0.232
N 4.288 3.248 -2.011 -0.211
C 3.575 3.365 -0.748 -0.257
C 2.201 2.703 -0.711 -0.085
C 5.553 3.841 -1.839 -0.322
C 6.157 4.211 -3.165 -0.093
H 5.938 0.967 -1.757 0.076
H 4.859 -0.094 -2.565 0.058
H 4.352 0.405 -1.010 0.044
H 4.712 2.157 -3.626 0.110
H 3.211 1.691 -2.927 0.111
H 4.223 3.002 0.166 0.138
H 3.430 4.448 -0.645 0.110
H 1.581 3.089 -1.534 0.084
H 2.316 1.630 -0.810 0.046
H 1.628 2.968 0.173 0.065
H 6.251 3.228 -1.200 0.124
H 5.396 4.727 -1.236 0.106
H 6.431 3.338 -3.727 0.050
H 7.039 4.900 -3.138 0.086
H 5.334 4.623 -3.745 0.080

=====

Entry 2:
113
Properties=species:S:1:pos:R:3:lowdin_charge:R:1 method="wB97M-V/def2-TZVPD" total_energy_ev=-81178.158 molar_mass_da=837.08 charge=-1 gap_ev=5.50 e_above_lowest_kcal_mol=16.52
Cs -0.271 0.598 0.971 1.035
C -1.278 2.765 2.930 -0.158
C -2.332 2.762 1.985 -0.236
C -2.957 1.472 2.067 -0.266
C -2.290 0.771 3.085 -0.205
C -1.244 1.547 3.610 -0.384
C -0.329 1.104 4.729 -0.568
C 0.246 -0.295 4.452 -0.066
C -1.131 1.044 6.041 -0.054
C 0.835 2.080 4.922 -0.063
C -4.014 0.766 1.214 -0.528
C -3.578 0.712 -0.262 -0.073
C -5.427 1.373 1.334 -0.053
C -4.168 -0.703 1.654 -0.076
C -2.596 4.062 1.217 -0.531
C -3.954 4.182 0.520 -0.066
C -2.534 5.252 2.200 -0.065
C -1.505 4.283 0.156 -0.062
H -0.630 3.610 3.124 0.097
H -2.525 -0.225 3.425 0.095
H -0.536 -0.991 4.146 0.070
H 0.725 -0.694 5.352 0.080
H 0.994 -0.260 3.657 0.056
H -1.929 0.305 5.960 0.080
H -1.586 2.015 6.248 0.083
H -0.485 0.774 6.885 0.073
H 1.422 2.176 4.005 0.082
H 1.494 1.726 5.720 0.078
H 0.466 3.071 5.197 0.080
H -3.312 1.697 -0.647 0.052
H -4.384 0.302 -0.880 0.086
H -2.712 0.051 -0.359 0.031
H -5.546 2.292 0.767 0.043
H -5.649 1.583 2.382 0.089
H -6.170 0.661 0.961 0.072
H -3.232 -1.257 1.563 0.047
H -4.911 -1.192 1.017 0.080
H -4.520 -0.762 2.685 0.087
H -4.762 4.162 1.253 0.083
H -4.113 3.394 -0.213 0.054
H -3.999 5.138 -0.010 0.078
H -3.142 5.045 3.082 0.089
H -2.914 6.160 1.719 0.073
H -1.513 5.452 2.526 0.070
H -1.590 3.555 -0.656 0.060
H -0.512 4.188 0.595 0.041
H -1.588 5.288 -0.276 0.083
C 5.373 4.050 -0.841 -0.052
N 4.426 3.877 -1.915 -0.135
C 4.721 3.871 -3.264 -0.056
C 3.580 3.645 -3.929 -0.052
N 2.566 3.488 -2.985 0.002
C 3.087 3.648 -1.715 -0.750
S 2.326 3.670 -0.247 0.655
C 1.234 3.188 -3.335 -0.272
C 0.696 3.731 -4.500 -0.007
C -0.587 3.369 -4.861 -0.061
C -1.291 2.493 -4.046 -0.046
C -0.669 2.038 -2.897 -0.140
N 0.568 2.365 -2.543 0.145
H 6.187 4.691 -1.177 0.088
H 5.775 3.088 -0.516 0.097
H 4.856 4.504 0.000 0.050
H 5.716 4.031 -3.640 0.118
H 3.399 3.524 -4.981 0.116
H 1.261 4.439 -5.090 0.107
H -1.042 3.773 -5.755 0.107
H -2.295 2.177 -4.290 0.108
H -1.177 1.364 -2.221 0.094
C 2.879 -0.405 -2.237 -0.030
C 2.006 -1.653 -2.392 -0.639
C 0.920 -1.387 -3.441 -0.013
C 2.867 -2.843 -2.825 -0.026
O 1.417 -1.874 -1.115 -0.199
Si 0.674 -3.218 -0.470 -0.213
S -0.472 -2.518 1.063 0.154
O -0.068 -3.907 -1.778 -0.165
C -0.871 -5.072 -1.923 -0.652
C -1.968 -4.716 -2.928 -0.035
C 0.017 -6.184 -2.487 -0.033
C -1.509 -5.549 -0.618 -0.053
O 1.806 -4.381 -0.092 -0.159
C 2.700 -4.442 1.020 -0.657
C 3.275 -3.067 1.377 -0.036
C 1.980 -5.044 2.229 -0.043
C 3.841 -5.367 0.598 -0.042
H 3.353 -0.150 -3.189 0.082
H 3.654 -0.585 -1.488 0.084
H 2.266 0.434 -1.903 0.058
H 1.360 -1.275 -4.435 0.085
H 0.376 -0.473 -3.189 0.064
H 0.220 -2.219 -3.442 0.071
H 3.389 -2.616 -3.757 0.082
H 2.238 -3.722 -2.965 0.077
H 3.603 -3.074 -2.052 0.077
H -1.515 -4.371 -3.860 0.079
H -2.585 -3.914 -2.521 0.088
H -2.599 -5.582 -3.141 0.079
H 0.429 -5.885 -3.454 0.081
H -0.557 -7.105 -2.615 0.079
H 0.844 -6.365 -1.799 0.079
H -2.076 -4.741 -0.160 0.058
H -0.733 -5.850 0.089 0.079
H -2.170 -6.397 -0.808 0.083
H 2.487 -2.434 1.790 0.062
H 3.656 -2.584 0.476 0.075
H 4.083 -3.162 2.104 0.084
H 1.130 -4.415 2.493 0.042
H 2.657 -5.117 3.083 0.081
H 1.612 -6.042 1.979 0.083
H 4.387 -4.938 -0.245 0.077
H 3.444 -6.338 0.295 0.081
H 4.532 -5.515 1.431 0.079